Entry 1:
9 unconnected molecules or ions with the total composition ClH16O8. Source: the OMol25 dataset; level of theory: ωB97M-V/def2-TZVPD.

XYZ file:
```
25
ClH16O8 | the OMol25 dataset | ωB97M-V/def2-TZVPD
Cl 0.09 -0.12 0.09
O 2.78 -1.66 1.44
H 2.04 -1.43 0.89
H 3.37 -2.14 0.86
O -0.68 -3.29 -1.00
H -1.42 -3.39 -0.41
H -0.22 -2.51 -0.69
O 2.35 2.47 0.20
H 2.22 1.52 0.18
H 1.73 2.81 -0.45
O -0.84 3.00 1.16
H -0.54 3.81 0.75
H -0.79 2.34 0.47
O -2.21 -0.80 -2.26
H -2.66 0.04 -2.22
H -1.53 -0.73 -1.58
O 0.24 -1.27 3.26
H 0.91 -0.59 3.23
H -0.17 -1.24 2.40
O -3.06 1.55 0.17
H -2.28 1.16 0.56
H -3.80 1.13 0.61
O 1.30 0.02 -2.81
H 2.23 -0.23 -2.82
H 0.94 -0.44 -2.05
```

Calculated values
- charge = -1
- spin multiplicity = 1
- gap between HOMO and LUMO (eV) = 9.90

Here are the natural (NBO) charges for atoms 1 to 8, given in e: atom 1 (Cl): -0.941, atom 2 (O): -0.956, atom 3 (H): 0.492, atom 4 (H): 0.455, atom 5 (O): -0.956, atom 6 (H): 0.463, atom 7 (H): 0.485, atom 8 (O): -0.956

Entry 2:
A single C20H18N2O2 molecule. Source: the OMol25 dataset; level of theory: ωB97M-V/def2-TZVPD.

XYZ file:
```
42
C20H18N2O2 | the OMol25 dataset | ωB97M-V/def2-TZVPD
C 2.03 -0.08 -3.53
N 2.02 -1.06 -2.49
C 2.75 -2.19 -2.34
C 2.70 -2.96 -1.21
C 2.02 -2.45 0.01
O 2.05 -3.04 1.08
N 1.34 -1.11 -0.18
C 0.56 -0.28 0.76
C -0.77 0.35 0.40
C -1.89 -0.44 0.23
C -3.28 -0.30 0.24
C -4.14 -1.44 0.15
C -5.52 -1.31 0.28
C -6.05 -0.04 0.53
C -5.24 1.11 0.61
C -3.87 1.00 0.45
C 1.50 0.91 1.24
C 2.83 0.68 1.12
C 3.82 1.61 1.53
C 3.46 2.82 2.12
C 2.09 3.08 2.33
C 1.12 2.16 1.91
C 1.19 -0.67 -1.47
O 0.28 0.24 -1.60
H 2.53 -0.64 -4.25
H 1.04 0.18 -3.76
H 2.56 0.79 -3.21
H 3.32 -2.35 -3.21
H 3.26 -3.89 -1.15
H 0.40 -1.10 1.52
H -0.81 1.45 0.45
H -1.67 -1.55 0.15
H -3.67 -2.41 -0.01
H -6.15 -2.19 0.11
H -7.13 0.08 0.48
H -5.71 2.10 0.70
H -3.11 1.81 0.49
H 3.14 -0.26 0.71
H 4.87 1.38 1.31
H 4.21 3.53 2.48
H 1.82 4.01 2.80
H 0.10 2.44 2.22
```

Calculated values
- spin multiplicity = 1
- gap between HOMO and LUMO (eV) = 7.80

Here are the natural (NBO) charges for atoms 1 to 8, given in e: atom 1 (C): -0.381, atom 2 (N): -0.407, atom 3 (C): 0.096, atom 4 (C): -0.407, atom 5 (C): 0.669, atom 6 (O): -0.561, atom 7 (N): -0.475, atom 8 (C): -0.109

Entry 3:
A single H4N3O3PS molecule. Source: the OMol25 dataset; level of theory: ωB97M-V/def2-TZVPD.

XYZ file:
```
12
H4N3O3PS | the OMol25 dataset | ωB97M-V/def2-TZVPD
N 1.53 -1.39 1.26
N -1.11 1.32 -1.13
N 1.15 0.02 -0.97
O -0.01 1.10 1.18
O -0.59 -1.45 2.76
O -0.85 -1.08 0.32
P -0.15 0.43 -0.13
S 0.15 -1.18 1.58
H -2.07 1.56 -0.71
H -1.17 0.66 -1.93
H 1.73 -0.54 -0.35
H 1.39 0.53 -1.88
```

Calculated values
- spin multiplicity = 1
- gap between HOMO and LUMO (eV) = 10.44

Here are the natural (NBO) charges for atoms 1 to 8, given in e: atom 1 (N): -0.979, atom 2 (N): -1.158, atom 3 (N): -1.262, atom 4 (O): -1.058, atom 5 (O): -0.829, atom 6 (O): -0.902, atom 7 (P): 2.331, atom 8 (S): 2.112

Entry 4:
A molecular structure, C11H26Cl8O6. Source: the OMol25 dataset; level of theory: ωB97M-V/def2-TZVPD.

XYZ file:
```
51
C11H26Cl8O6 | the OMol25 dataset | ωB97M-V/def2-TZVPD
C 0.05 -5.62 6.45
Cl -0.15 -3.88 6.75
Cl 1.64 -6.00 5.97
Cl -0.73 -6.52 7.83
Cl -0.90 -5.94 5.01
C 4.76 -3.83 -1.33
C 3.77 -4.35 -2.41
O 4.25 -5.51 -3.13
O 5.91 -3.38 -2.04
H 4.99 -4.65 -0.65
H 4.16 -3.14 -0.74
H 3.66 -3.50 -3.08
H 2.76 -4.50 -2.01
H 3.81 -5.60 -3.98
H 6.20 -4.23 -2.38
C 4.02 3.39 -0.44
C 4.50 2.01 -0.31
O 4.48 1.24 -1.48
O 4.99 4.11 -1.09
H 3.86 3.64 0.61
H 3.00 3.42 -0.82
H 4.02 1.51 0.54
H 5.54 1.91 0.02
H 5.22 0.65 -1.38
H 4.91 5.02 -0.77
C -7.41 1.37 -2.43
C -8.31 0.19 -2.04
O -7.90 -0.37 -0.77
O -6.14 0.82 -2.61
H -7.57 2.27 -1.83
H -7.73 1.85 -3.35
H -8.41 -0.56 -2.83
H -9.32 0.57 -1.87
H -7.85 -1.33 -0.83
H -5.96 0.51 -1.72
Cl -0.53 4.71 1.05
C -0.65 6.50 1.01
C -1.73 6.97 -0.04
Cl -1.32 6.33 -1.69
H 0.29 6.96 0.72
H -0.80 6.87 2.02
H -1.84 8.06 -0.10
H -2.61 6.37 0.19
Cl 1.34 -1.32 2.72
C 0.26 -1.36 1.31
C -0.94 -2.31 1.62
Cl -2.35 -1.97 0.60
H 0.77 -1.67 0.40
H 0.08 -0.29 1.20
H -1.31 -2.04 2.61
H -0.79 -3.39 1.51
```

Calculated values
- spin multiplicity = 1
- gap between HOMO and LUMO (eV) = 9.99

Here are the natural (NBO) charges for atoms 1 to 8, given in e: atom 1 (C): -0.228, atom 2 (Cl): 0.043, atom 3 (Cl): 0.112, atom 4 (Cl): 0.036, atom 5 (Cl): 0.037, atom 6 (C): -0.095, atom 7 (C): -0.091, atom 8 (O): -0.746

Values of DFT total energy, in order: -29165.900, -28104.910, -30800.450, -124289.278, all in eV.
Values of relative energy (zero: lowest compared OMol25 entry of this formula, charge and spin), in order: 77.6, 414.4, 176.9, 0.0, all in kJ/mol.